Entry 1:
95
Properties=species:S:1:pos:R:3:forces:R:3 method="wB97M-V/def2-TZVPD" homo_lumo_gap_ev=4.57 lumo_ev=3.60 total_charge=-2 homo_ev=-0.96
Bi -1.1992 -0.2897 0.0301 -0.34 0.21 -0.20
O 1.2656 -3.4967 -2.1848 0.01 0.04 0.01
C 0.5999 -2.8007 -1.4180 0.03 -0.03 0.09
O 0.4009 -1.5519 -1.4444 -0.05 -0.12 -0.04
C -0.0696 -3.5059 -0.2384 0.02 -0.05 -0.03
C 0.1714 -4.8357 0.0748 0.03 0.07 -0.09
C -0.4531 -5.3766 1.1855 -0.01 -0.08 0.06
C -1.3034 -4.5883 1.9478 -0.03 0.01 0.01
C -1.5049 -3.2764 1.5567 -0.06 -0.01 0.04
N -0.8952 -2.7684 0.4933 0.01 0.03 -0.07
C -2.4317 -2.3265 2.3121 0.02 -0.02 -0.04
O -3.0048 -2.7680 3.3017 -0.01 0.01 0.01
O -2.4892 -1.1506 1.8254 -0.09 -0.18 0.02
H 0.8422 -5.3945 -0.5627 -0.01 0.00 0.01
H -0.2788 -6.4112 1.4590 0.00 0.01 0.00
H -1.8222 -4.9477 2.8252 0.01 -0.01 -0.01
C 3.1393 -0.2205 -1.8407 0.16 0.04 0.06
C 2.7939 0.7665 -2.9552 -0.01 0.02 -0.07
C 1.9046 0.1065 -4.0119 -0.09 -0.03 0.02
C 2.3280 2.1028 -2.3824 0.01 -0.06 0.01
C 3.2213 3.1631 -2.5319 0.07 -0.01 0.12
C 3.0082 4.3932 -1.9353 0.00 -0.04 0.01
C 1.8803 4.5733 -1.1573 0.00 0.02 0.00
C 0.9353 3.5625 -1.0032 0.00 0.02 -0.02
C -0.2569 3.8029 -0.1032 0.06 0.00 -0.01
C 0.1549 3.5069 1.3371 0.03 0.00 0.10
C -0.8393 5.2077 -0.2133 -0.02 0.06 -0.02
C 1.1480 2.3306 -1.6440 -0.13 0.02 -0.11
N 0.1096 1.3379 -1.5983 -0.02 0.14 -0.02
C -0.6011 1.2521 -2.6671 0.00 -0.01 -0.01
C -1.6478 0.3222 -2.9282 0.12 -0.09 -0.07
C -2.2719 0.2119 -4.1605 -0.04 -0.03 0.02
C -3.2098 -0.8083 -4.0352 0.00 0.02 0.00
C -3.1413 -1.2815 -2.7217 -0.05 0.08 0.06
N -2.1656 -0.6134 -2.0486 -0.01 0.06 0.04
C -4.0691 -2.3576 -2.1889 0.02 0.01 -0.01
C -4.0206 -2.5112 -0.6763 0.02 -0.02 0.00
C -5.5102 -1.9901 -2.5739 -0.02 0.02 -0.01
C -3.6938 -3.6998 -2.8347 0.00 -0.02 -0.01
H 3.6176 -1.1113 -2.2569 -0.03 0.00 -0.01
H 2.2385 -0.5474 -1.3294 0.02 0.03 -0.08
H 3.8260 0.2400 -1.1216 -0.01 -0.01 -0.03
H 3.7392 1.0093 -3.4523 -0.02 0.02 -0.06
H 1.0398 -0.3838 -3.5670 0.04 -0.01 0.01
H 2.4749 -0.6701 -4.5284 0.01 0.01 0.01
H 1.5607 0.8300 -4.7559 0.03 0.00 0.00
H 4.1229 2.9973 -3.1123 -0.01 0.01 0.00
H 3.7233 5.1979 -2.0643 -0.01 -0.01 -0.01
H 1.7098 5.5250 -0.6696 0.01 -0.02 -0.01
H -1.0551 3.1148 -0.3825 -0.03 -0.03 -0.01
H 0.9322 4.2130 1.6579 0.00 -0.03 -0.01
H 0.5650 2.4980 1.4197 0.00 -0.03 0.00
H -0.7052 3.6001 2.0039 0.08 0.02 -0.02
H -0.1461 5.9669 0.1661 -0.03 -0.02 -0.01
H -1.7508 5.2537 0.3834 0.02 -0.01 0.00
H -1.0969 5.4469 -1.2476 0.02 0.01 0.01
H -0.4028 1.9216 -3.5075 0.06 0.02 0.01
H -2.0685 0.8350 -5.0185 -0.01 -0.02 0.01
H -3.8913 -1.1601 -4.7945 0.01 0.01 0.02
H -4.1151 -1.5558 -0.1618 -0.02 0.00 0.01
H -3.0983 -2.9967 -0.3709 0.03 0.03 0.02
H -4.8470 -3.1463 -0.3454 0.02 -0.02 0.00
H -5.7903 -1.0367 -2.1212 0.01 -0.01 -0.01
H -6.1965 -2.7637 -2.2153 0.01 0.01 0.00
H -5.6315 -1.9003 -3.6544 0.00 0.00 0.02
H -2.6526 -3.9517 -2.6183 -0.02 0.00 0.01
H -3.8100 -3.6588 -3.9201 0.01 0.00 0.01
H -4.3331 -4.4996 -2.4454 0.01 0.02 -0.01
Se -3.0051 1.8903 2.5568 0.01 0.02 -0.10
Se -3.3068 4.1510 2.6960 -0.05 -0.09 0.02
Te -3.8906 3.1200 -1.2764 0.01 -0.08 -0.02
Se -3.6361 1.1658 0.2569 -0.02 0.08 0.13
Te 1.9999 -0.4020 1.5416 0.13 -0.10 0.15
C 3.8961 -0.1389 2.4453 0.04 0.09 0.01
C 4.5231 1.1025 2.3809 0.03 0.00 0.00
C 5.7621 1.2942 2.9808 0.00 -0.01 -0.01
C 6.3832 0.2462 3.6449 0.00 0.00 0.00
C 5.7650 -0.9958 3.7056 0.00 -0.01 -0.01
C 4.5282 -1.1892 3.1048 0.01 0.03 0.01
C 0.8698 -0.0823 3.2950 -0.04 -0.02 0.04
C 0.0594 -1.1060 3.7735 0.00 0.04 0.01
C -0.8423 -0.8624 4.8017 0.01 0.00 0.05
C -0.9149 0.4001 5.3682 0.01 -0.02 0.00
C -0.0831 1.4167 4.9167 0.02 0.01 0.00
C 0.8013 1.1808 3.8764 -0.02 -0.05 0.02
H 4.0399 1.9206 1.8591 0.00 -0.02 0.01
H 6.2397 2.2650 2.9268 0.00 0.00 0.00
H 7.3488 0.3958 4.1130 -0.01 0.00 0.00
H 6.2476 -1.8184 4.2202 0.00 0.01 0.00
H 4.0476 -2.1587 3.1511 0.00 0.01 0.00
H 0.1058 -2.0890 3.3193 0.02 0.01 0.03
H -1.5162 -1.6494 5.1161 0.01 0.02 -0.02
H -1.6461 0.6052 6.1399 0.00 0.00 0.00
H -0.1632 2.4116 5.3361 -0.01 0.00 -0.01
H 1.4046 1.9906 3.4908 0.03 0.04 -0.02

---

Entry 2:
91
Properties=species:S:1:pos:R:3:forces:R:3 method="wB97M-V/def2-TZVPD" homo_lumo_gap_ev="3.47 / 3.47" lumo_ev="3.82 / 3.82" multiplicity=2 total_charge=-2 homo_ev="0.35 / 0.35"
Ir -0.9765 1.2362 0.6837 -1.53 -1.46 -0.31
O -0.0171 3.8370 4.0500 -0.01 0.11 0.41
C 0.1000 3.1528 2.9101 0.38 0.12 -0.05
O -0.4484 2.0900 2.7719 -0.44 -0.20 -0.15
C 1.0375 3.8342 1.9537 -0.09 -0.01 -0.18
O 1.0105 3.2494 0.6927 0.32 0.07 -0.11
C 0.5046 4.1492 -0.2979 -0.17 -0.12 -0.05
C -0.9576 4.5287 -0.0120 -0.20 -0.08 -0.20
O -1.2542 5.7290 -0.1116 -0.02 -0.05 0.06
O -1.7134 3.5579 0.2870 0.21 0.43 0.23
H -0.5847 3.3026 4.6269 0.02 0.05 0.02
H 2.0442 3.7519 2.3785 0.01 -0.07 0.11
H 0.7640 4.8929 1.9250 0.03 0.06 0.02
H 0.5596 3.6165 -1.2465 0.01 -0.06 -0.01
H 1.1190 5.0510 -0.3357 0.07 0.03 0.00
C 2.9004 -0.5641 -1.1802 -0.04 -0.05 -0.03
C 2.5114 0.7656 -0.5319 -0.03 0.03 0.01
C 3.2454 1.9102 -1.2330 -0.03 -0.08 0.03
C 2.7500 0.7022 0.9631 -0.03 -0.06 0.01
C 3.9660 1.1338 1.4842 -0.04 0.06 0.02
C 4.2865 0.9765 2.8249 -0.03 -0.02 -0.01
C 3.3699 0.3613 3.6613 -0.04 0.05 0.00
C 2.1360 -0.0788 3.1898 -0.07 0.12 -0.02
C 1.2013 -0.7655 4.1786 0.03 0.01 0.04
C 0.8226 0.1461 5.3517 0.07 -0.10 -0.08
C 1.8142 -2.0602 4.7194 -0.01 -0.07 -0.07
C 1.7934 0.0973 1.8201 0.16 -0.31 0.17
N 0.5525 -0.3622 1.3392 -0.06 0.49 0.09
C 0.3731 -1.7126 1.3390 0.20 -0.02 -0.22
C 1.4580 -2.6263 1.3057 -0.07 -0.07 0.03
C 1.2916 -4.0025 1.2650 0.01 0.04 0.04
C 0.0266 -4.5685 1.2625 -0.02 0.04 0.01
C -1.0678 -3.7097 1.3174 0.02 -0.07 0.03
C -0.8910 -2.3478 1.3642 0.07 0.03 0.07
F -2.0105 -1.5976 1.4947 -0.05 0.00 0.01
H 2.6236 -0.5674 -2.2368 0.01 0.00 0.00
H 2.3868 -1.3992 -0.7066 -0.03 0.02 -0.09
H 3.9825 -0.7245 -1.0964 -0.03 -0.02 0.00
H 1.4405 0.8860 -0.7003 -0.06 0.04 0.00
H 4.3172 1.7022 -1.3276 -0.03 0.01 0.00
H 3.1245 2.8507 -0.6965 -0.03 0.06 0.00
H 2.8466 2.0300 -2.2431 0.01 0.00 0.02
H 4.6943 1.5834 0.8181 -0.04 0.00 0.01
H 5.2456 1.3098 3.2060 -0.01 0.00 0.00
H 3.6227 0.2126 4.7076 -0.02 0.01 -0.02
H 0.2838 -1.0248 3.6530 -0.02 0.06 -0.04
H 1.7080 0.4708 5.9055 -0.02 -0.01 0.01
H 0.1589 -0.3796 6.0453 0.03 0.01 -0.02
H 0.3044 1.0262 4.9850 -0.08 0.18 -0.03
H 2.7139 -1.8553 5.3084 -0.01 0.01 -0.01
H 2.0795 -2.7288 3.9000 0.01 0.00 0.04
H 1.0991 -2.5815 5.3632 0.02 0.02 0.00
H 2.4599 -2.2139 1.2925 -0.03 -0.05 0.03
H 2.1690 -4.6386 1.2169 0.02 0.02 -0.01
H -0.1140 -5.6397 1.2009 -0.01 0.00 0.01
H -2.0818 -4.0920 1.3365 0.01 0.05 -0.03
C -1.0149 0.4751 -1.1391 0.14 0.30 0.63
C -1.2075 -0.1671 -2.1628 0.22 -0.19 -0.28
C -1.4449 -0.9145 -3.3485 -0.20 0.27 -0.19
C -2.2698 -0.2756 -4.3633 0.14 -0.11 0.17
C -3.1343 -0.9843 -5.2322 0.08 0.06 -0.13
C -3.9323 -0.3363 -6.1619 0.05 0.00 0.04
C -3.9266 1.0519 -6.2751 -0.05 -0.03 -0.04
C -3.1087 1.7757 -5.4107 0.06 -0.06 0.08
C -2.3081 1.1358 -4.4802 -0.09 0.03 0.00
C -0.8663 -2.2256 -3.4866 -0.08 0.02 0.05
C -0.7193 -2.9143 -4.7216 0.01 -0.01 0.13
C -0.1260 -4.1648 -4.7962 -0.02 0.03 0.06
C 0.3663 -4.8048 -3.6607 -0.02 0.02 -0.09
C 0.2539 -4.1394 -2.4395 0.03 -0.03 0.08
C -0.3387 -2.8948 -2.3515 0.02 -0.05 0.02
H -3.1921 -2.0614 -5.1410 0.00 -0.02 -0.03
H -4.5891 -0.9217 -6.7996 0.02 -0.02 0.02
H -4.5552 1.5551 -7.0012 0.01 -0.01 0.00
H -3.0967 2.8598 -5.4692 0.02 -0.01 0.04
H -1.6863 1.7128 -3.8050 -0.03 0.01 -0.01
H -1.0471 -2.4355 -5.6340 -0.03 0.00 -0.04
H -0.0363 -4.6491 -5.7652 0.00 0.03 -0.01
H 0.8267 -5.7844 -3.7253 0.00 0.01 0.00
H 0.6300 -4.6070 -1.5321 -0.05 0.08 -0.07
H -0.4270 -2.4012 -1.3896 0.08 -0.04 -0.05
C -3.4592 2.5203 2.4589 -0.05 0.19 -0.16
O -3.8578 1.7856 1.2998 -0.48 -0.13 0.91
C -2.9915 1.0492 0.6536 2.10 0.93 -0.90
C -3.7292 0.3200 -0.4093 -0.34 -0.43 0.15
H -3.2942 3.5578 2.1773 0.07 0.01 -0.05
H -2.5537 2.0992 2.8737 0.04 -0.09 0.05
H -4.2765 2.4411 3.1755 -0.07 -0.02 -0.04
H -4.8105 0.3641 -0.2427 0.05 -0.01 0.02
H -3.3838 -0.7102 -0.4746 0.02 0.05 -0.08
H -3.4754 0.7852 -1.3629 0.05 -0.01 -0.03

---

Entry 3:
95
Properties=species:S:1:pos:R:3:forces:R:3 method="wB97M-V/def2-TZVPD" homo_lumo_gap_ev="7.65 / 6.99" lumo_ev="-4.66 / -5.59" multiplicity=6 total_charge=+2 homo_ev="-12.31 / -12.58"
Fe 0.0083 -1.0376 -0.2794 0.15 0.31 -0.04
S -0.3649 1.2173 -1.3036 -0.14 -0.42 -0.08
P 1.1303 0.3448 -2.3575 0.51 0.29 -0.65
C 1.3316 -1.3299 -1.9138 -1.70 0.47 0.51
P 0.1037 -2.4233 -2.5272 0.52 -0.21 -1.02
S -1.4694 -2.5525 -1.2199 -0.06 0.10 0.01
C -0.5572 -2.0065 -4.1669 0.10 -0.16 0.51
C -1.7419 -1.2926 -4.2868 -0.05 -0.15 0.03
C -2.1940 -0.9363 -5.5443 -0.04 -0.05 0.01
C -1.4585 -1.2777 -6.6681 -0.01 -0.01 0.03
C -0.2667 -1.9733 -6.5400 0.02 -0.12 0.00
C 0.1901 -2.3444 -5.2902 -0.20 -0.06 0.07
C 0.8894 -4.0374 -2.7687 -0.19 0.30 -0.01
C 2.2684 -4.1013 -2.9303 -0.09 0.11 0.13
C 2.8567 -5.3017 -3.2839 0.10 -0.17 -0.06
C 2.0703 -6.4260 -3.4892 0.07 0.02 0.00
C 0.6955 -6.3624 -3.3183 -0.10 0.00 -0.01
C 0.0998 -5.1661 -2.9618 0.07 0.11 0.07
C 2.7129 1.1146 -1.9241 -0.24 -0.18 -0.07
C 3.1374 2.2759 -2.5573 -0.05 -0.03 0.06
C 4.3672 2.8181 -2.2270 0.07 0.06 0.01
C 5.1620 2.2017 -1.2715 0.13 0.04 -0.06
C 4.7364 1.0409 -0.6433 0.09 0.09 0.10
C 3.5027 0.5041 -0.9599 0.00 -0.06 0.02
C 0.9183 0.7780 -4.1133 0.04 -0.24 0.45
C -0.1451 1.5643 -4.5353 0.22 0.03 0.13
C -0.2357 1.9267 -5.8674 0.04 0.09 -0.04
C 0.7246 1.4952 -6.7668 -0.01 0.07 -0.01
C 1.7648 0.6775 -6.3489 0.14 0.06 -0.01
C 1.8685 0.3171 -5.0188 0.00 0.18 -0.01
H -2.3087 -1.0304 -3.4030 -0.02 0.01 0.00
H -3.1193 -0.3911 -5.6404 -0.12 0.07 -0.06
H -1.8093 -0.9984 -7.6484 -0.07 0.04 -0.13
H 0.3122 -2.2377 -7.4103 0.03 0.00 -0.16
H 1.1140 -2.8961 -5.1894 0.07 -0.05 -0.02
H 2.8664 -3.2109 -2.7817 0.02 0.02 0.00
H 3.9272 -5.3568 -3.4164 0.07 -0.02 -0.02
H 2.5251 -7.3538 -3.7977 0.09 -0.12 0.01
H 0.0884 -7.2394 -3.4825 -0.05 -0.08 -0.01
H -0.9701 -5.0962 -2.8304 -0.15 -0.05 -0.03
H 2.5104 2.7408 -3.3063 0.03 0.03 -0.09
H 4.7137 3.7120 -2.7228 0.05 0.10 -0.07
H 6.1207 2.6271 -1.0157 0.15 0.01 -0.04
H 5.3762 0.5548 0.0780 0.03 -0.05 0.10
H 3.1399 -0.3969 -0.4808 0.14 -0.02 -0.03
H -0.8778 1.8979 -3.8138 -0.09 0.00 -0.04
H -1.0571 2.5447 -6.1969 -0.05 0.07 -0.07
H 0.6629 1.8006 -7.7993 -0.02 -0.02 -0.15
H 2.4939 0.3206 -7.0602 0.08 0.01 -0.08
H 2.6859 -0.3063 -4.6783 0.05 -0.06 -0.02
C -1.7135 1.0899 4.5524 -0.08 0.59 0.13
N -1.3472 -0.2523 4.1866 0.44 -0.65 -0.65
C -1.4954 -1.3386 5.0111 0.00 -0.85 0.00
C -1.0939 -2.4341 4.3327 -0.29 0.24 0.70
N -0.6859 -2.0208 3.0777 -0.31 0.91 0.46
C -0.8270 -0.6674 3.0090 -0.02 -0.02 -0.25
S -0.4503 0.3124 1.6859 -0.36 0.29 0.07
C -0.2684 -2.9150 2.0819 0.32 -0.80 -0.83
C -0.8245 -4.1948 2.0766 0.09 0.46 0.17
C -0.2996 -5.1515 1.2345 0.51 0.27 -0.28
C 0.7915 -4.8048 0.4433 -0.19 -0.17 0.28
C 1.2209 -3.4934 0.4499 0.32 -0.32 0.14
N 0.6786 -2.5276 1.2091 -0.18 -0.52 0.68
H -2.6939 1.0783 5.0275 0.03 -0.01 -0.07
H -1.7571 1.7086 3.6595 -0.02 -0.05 0.00
H -0.9927 1.5105 5.2570 0.01 -0.06 -0.08
H -1.8882 -1.2486 6.0026 -0.03 0.01 0.21
H -1.0271 -3.4537 4.6473 -0.01 -0.16 0.07
H -1.6567 -4.4286 2.7180 -0.10 0.00 0.12
H -0.7123 -6.1465 1.2116 -0.06 -0.12 -0.01
H 1.2741 -5.5355 -0.1851 0.09 0.00 -0.11
H 2.0518 -3.1828 -0.1710 -0.17 0.06 -0.11
C 1.3852 5.6979 1.4712 -0.22 0.46 -0.11
N 2.7631 5.0463 1.3828 0.15 0.36 -0.01
C 3.2110 4.6824 2.7931 0.36 0.08 0.39
N 2.2446 3.8827 3.4402 0.06 0.19 0.53
C 0.9647 4.5686 3.4939 0.04 0.07 0.11
N 0.4780 4.8706 2.1619 -0.32 0.38 0.21
C 0.0912 3.6865 1.4257 0.06 -0.63 -0.34
P 1.5099 2.4961 1.1215 0.55 0.69 0.19
C 2.7050 3.8408 0.5278 -0.24 -0.93 -0.40
C 2.1324 2.5476 2.8897 -0.06 -0.41 -0.45
H 1.0401 5.8807 0.4512 0.14 0.00 0.05
H 1.5034 6.6491 1.9959 0.15 -0.06 -0.04
H 3.4242 5.7128 0.9744 -0.07 -0.02 0.13
H 3.3547 5.6135 3.3457 -0.03 0.05 -0.17
H 4.1666 4.1568 2.7204 -0.09 0.08 -0.13
H 1.0812 5.4981 4.0571 -0.02 -0.04 -0.02
H 0.2402 3.9351 4.0012 -0.02 0.01 0.05
H -0.3440 3.9695 0.4645 -0.04 -0.01 0.02
H -0.6709 3.1461 1.9886 -0.06 0.08 -0.07
H 2.4125 4.1367 -0.4855 0.11 0.03 0.18
H 3.6989 3.3826 0.4757 -0.13 0.24 -0.01
H 3.1090 2.0583 2.9224 -0.02 -0.04 0.08
H 1.4432 1.9672 3.5065 0.07 -0.04 0.01

---

For reference, energy by record: -271292.039 -61490.738 -145850.029 eV.
For reference, energy relative to the best compared isomer or geometry (same formula, charge and spin) by record: 50.5 10.7 7.5 kcal per mole.